28
Properties=species:S:1:pos:R:3 method="wB97M-V/def2-TZVPD" gap_ha="0.32296 / 0.18308" e_lumo_ev="-3.63 / -7.44" multiplicity=2 total_charge=+1 s2=0.7747 e_above_lowest_ev=1.178
C 2.09 3.90 -1.34
C 0.75 0.38 -1.70
C 0.60 1.72 -1.21
C 1.85 2.43 -1.49
C 2.59 1.56 -2.20
C -1.43 -0.20 -1.03
C -0.30 -0.60 -1.64
C -1.62 1.14 -0.59
C -0.61 2.12 -0.71
N 1.90 0.32 -2.34
H -2.31 -0.82 -1.03
H -0.13 -1.57 -2.09
H -2.53 1.44 -0.10
H -0.77 3.17 -0.49
H 2.35 -0.54 -2.63
H 3.61 1.62 -2.53
H 2.77 4.24 -2.11
H 2.48 4.15 -0.35
H 1.15 4.44 -1.50
C -1.73 -3.04 2.52
C -0.98 -2.86 3.82
O -2.05 -4.42 2.26
H -2.70 -2.55 2.57
H -1.18 -2.67 1.65
H -1.62 -2.51 4.63
H -1.43 -4.81 1.64
H -0.10 -2.22 3.74
H -0.63 -3.81 4.24

17
Properties=species:S:1:pos:R:3 method="wB97M-V/def2-TZVPD" gap_ha=0.24144 e_lumo_ev=3.33 multiplicity=1 total_charge=-1 e_above_lowest_ev=1.188
C 1.18 -2.21 -1.16
S 0.92 -1.09 0.37
H 1.91 -1.78 -1.90
H 1.58 -3.18 -0.78
H 0.16 -2.48 -1.68
H 2.22 2.17 -1.27
H 2.80 1.16 -0.38
O 3.07 1.97 -0.79
H -2.01 0.96 2.92
H -1.82 -0.46 3.28
O -2.09 0.04 2.52
H -1.01 -0.59 -0.37
H -2.15 0.25 0.02
O -1.85 -0.29 -0.77
H -1.42 1.54 -0.61
H -0.29 1.85 0.42
O -1.20 2.13 0.16

11
Properties=species:S:1:pos:R:3 method="wB97M-V/def2-TZVPD" gap_ha=0.31957 e_lumo_ev=0.50 multiplicity=1 total_charge=0 e_above_lowest_ev=4.904
C 0.02 -0.78 0.39
C -0.17 0.71 0.78
N 1.23 -0.73 -0.39
N 1.47 0.72 -0.39
Si -1.47 0.11 -0.42
H -0.08 -1.58 1.11
H 0.04 1.21 1.70
H 2.02 -1.15 0.12
H 1.13 1.08 -1.28
H -1.43 0.56 -1.80
H -2.76 -0.14 0.19

18
Properties=species:S:1:pos:R:3 method="wB97M-V/def2-TZVPD" gap_ha=0.29598 e_lumo_ev=4.19 multiplicity=1 total_charge=-1 e_above_lowest_ev=1.158
C 1.27 0.62 -0.52
O 0.42 1.51 -1.32
C 0.76 0.57 0.98
C -0.75 0.26 1.03
C -0.80 -1.30 1.23
O -1.56 0.72 -0.05
H 2.20 1.11 -0.61
H 1.36 -0.43 -1.00
H 1.33 -0.15 1.51
H 0.99 1.49 1.50
H -1.13 0.61 1.97
H -1.67 -1.37 1.84
H 0.04 -1.67 1.81
H -0.92 -1.73 0.23
H -0.74 1.06 -0.81
H -0.13 0.32 -2.61
H -0.39 -1.07 -2.21
O -0.27 -0.55 -2.95

41
Properties=species:S:1:pos:R:3 method="wB97M-V/def2-TZVPD" gap_ha=0.22011 e_lumo_ev=4.14 multiplicity=1 total_charge=-2 e_above_lowest_ev=0.179
Tl -3.20 -2.42 0.35
S -4.78 -1.05 2.07
S -5.67 0.19 0.69
S -6.30 -1.11 -0.78
S -4.55 -1.72 -1.69
O 1.79 -6.25 2.71
C 0.80 -5.78 2.19
S -0.73 -5.51 3.02
C -1.64 -4.90 1.65
C -0.98 -4.78 0.48
S -1.60 -4.17 -1.02
S 0.71 -5.29 0.50
S -3.31 -4.46 1.94
N 1.80 1.60 -0.11
C 2.48 2.70 0.35
C 3.29 2.92 1.45
C 3.83 4.19 1.59
C 3.55 5.21 0.66
C 2.74 4.98 -0.43
C 2.18 3.71 -0.59
N 1.33 3.23 -1.56
C 1.12 1.98 -1.23
C 0.26 1.01 -1.92
C 0.66 -0.31 -2.02
C -0.22 -1.24 -2.56
N -1.43 -0.91 -3.01
C -1.80 0.37 -2.92
C -0.99 1.36 -2.39
H 1.62 0.74 0.41
H 3.49 2.14 2.17
H 4.46 4.41 2.44
H 3.99 6.19 0.81
H 2.52 5.76 -1.15
H 1.62 -0.63 -1.65
H 0.03 -2.29 -2.59
H -2.81 0.59 -3.24
H -1.35 2.38 -2.30
Cl 0.89 -1.39 1.20
Si -1.20 -1.08 1.53
Cl -1.30 1.02 1.35
Cl -1.29 -1.39 3.59

17
Properties=species:S:1:pos:R:3 method="wB97M-V/def2-TZVPD" gap_ha="0.31383 / 0.31351" e_lumo_ev="0.11 / 0.10" multiplicity=1 total_charge=0 e_above_lowest_ev=7.331
C 1.37 1.71 -0.06
C -5.13 0.17 0.74
C 1.99 -1.16 0.15
C 3.12 -1.00 -0.76
N 0.77 0.60 -0.19
N -4.01 0.40 0.21
O -0.39 0.33 -0.42
H 0.99 2.68 -0.23
H 2.43 1.75 -0.04
H -5.88 1.01 0.44
H -5.63 -0.65 1.36
H 1.03 -1.75 -0.03
H 3.36 -1.90 -1.31
H 4.03 -0.68 -0.09
H 3.06 -0.12 -1.46
H 2.21 -1.12 1.28
H -3.34 -0.27 0.42

| no. | DFT total energy (eV) |
| --- | --- |
| 1 | -15179.5858 |
| 2 | -20241.7334 |
| 3 | -13023.5065 |
| 4 | -10468.5209 |
| 5 | -159049.7045 |
| 6 | -9331.6563 |